(1)
Molecular formula: C60H46IrNO2P3Si
Method: DFT, ωB97M-V with the def2-TZVPD basis set

Positions of all 114 atoms, in Å:
Ir: -0.265552 -0.473524 0.737293
C: -3.515631 -3.550100 -3.819798
C: -3.128401 -4.342937 -2.750324
C: -2.739581 -3.759305 -1.549355
C: -2.743474 -2.372367 -1.410577
C: -3.127984 -1.578800 -2.496409
C: -3.512368 -2.165541 -3.692553
P: -2.324304 -1.538216 0.163863
C: -2.574724 -2.776442 1.467865
C: -3.642950 -2.738534 2.360249
C: -3.745498 -3.694908 3.365563
C: -2.786281 -4.691648 3.483633
C: -1.707491 -4.727058 2.604464
C: -1.593843 -3.764757 1.611618
C: -3.637955 -0.283048 0.265700
C: -4.975711 -0.693887 0.204254
C: -5.988040 0.240998 0.091898
C: -5.664483 1.589695 -0.025553
C: -4.338607 1.992077 0.005261
C: -3.290345 1.072478 0.188868
Si: -1.460609 1.541878 0.307758
C: -1.222998 2.744703 1.753599
C: -2.261872 3.547573 2.232495
C: -2.104360 4.397928 3.322630
C: -0.887835 4.468411 3.976365
C: 0.166615 3.682004 3.545387
C: 0.011057 2.822094 2.442419
P: 1.393340 1.709483 2.183073
C: 2.754612 2.360285 3.121147
C: 3.119877 1.786164 4.333171
C: 4.142336 2.361269 5.075879
C: 4.789180 3.495560 4.604040
C: 4.416799 4.066837 3.390859
C: 3.394587 3.504157 2.645350
C: 0.916788 0.037005 2.664490
C: 1.851682 -1.002193 2.916086
C: 1.463959 -2.155387 3.573123
C: 0.154107 -2.316019 4.017319
C: -0.785727 -1.322476 3.790517
C: -0.441015 -0.151599 3.109985
C: -1.023381 2.581845 -1.180621
C: -1.633281 3.836765 -1.316401
C: -1.402549 4.653816 -2.410406
C: -0.537423 4.239139 -3.412491
C: 0.089007 3.012046 -3.304540
C: -0.146873 2.185110 -2.190805
P: 0.869441 0.706072 -2.252788
C: 0.585100 0.052650 -3.897772
C: 1.488279 0.277674 -4.932985
C: 1.227099 -0.235815 -6.195319
C: 0.073279 -0.977493 -6.416636
C: -0.828698 -1.200550 -5.380246
C: -0.576505 -0.681029 -4.119128
C: 2.233931 -1.027346 -1.114389
C: 2.590814 1.162842 -2.096309
C: 4.671381 -0.078087 -1.113520
C: 5.045721 -1.357847 -0.421126
C: 3.963599 -2.219359 0.133303
C: 2.660033 -2.037037 -0.086137
H: -3.830131 -4.009909 -4.750199
H: -3.139887 -5.422701 -2.841770
H: -2.457411 -4.395953 -0.723374
H: -3.157719 -0.498088 -2.401687
H: -3.825032 -1.539950 -4.521456
H: -4.393738 -1.960945 2.283402
H: -4.583434 -3.664520 4.052979
H: -2.876459 -5.439991 4.263319
H: -0.954077 -5.501796 2.697773
H: -0.736114 -3.775068 0.945461
H: -5.222905 -1.750943 0.206861
H: -7.023055 -0.078810 0.057818
H: -6.449632 2.325525 -0.157115
H: -4.123473 3.045712 -0.143354
H: -3.232656 3.502257 1.755656
H: -2.938897 5.001896 3.663141
H: -0.755089 5.124665 4.827791
H: 1.103897 3.741570 4.078508
H: 2.611895 0.902153 4.704471
H: 4.433469 1.922973 6.021829
H: 5.588438 3.940176 5.185136
H: 4.921283 4.954907 3.030177
H: 3.095443 3.955732 1.704897
H: 2.881564 -0.881933 2.625545
H: 2.202440 -2.927157 3.756748
H: -0.131182 -3.208218 4.562281
H: -1.795399 -1.433517 4.165079
H: -1.122152 0.684661 3.140523
H: -2.289880 4.198981 -0.530836
H: -1.896428 5.616950 -2.482249
H: -0.350792 4.868295 -4.274192
H: 0.760069 2.697105 -4.095600
H: 2.404190 0.832163 -4.754253
H: 1.928851 -0.065928 -7.003391
H: -0.122171 -1.386786 -7.400757
H: -1.727548 -1.781218 -5.553082
H: -1.265703 -0.867956 -3.304918
H: 3.053886 2.080955 -2.441658
H: 5.305319 0.777743 -0.912900
H: 5.950846 -1.345746 0.171353
H: 4.280001 -3.026697 0.786848
H: 1.902937 -2.695377 0.331708
O: 3.766610 0.580936 1.263792
C: 3.034624 0.864079 0.375101
O: 1.930196 1.703948 0.613499
C: 3.194810 0.258869 -1.060605
C: 5.299119 -1.161861 -1.934274
C: 4.680775 -1.958556 -3.002768
C: 3.353919 -2.242577 -3.172192
C: 2.276345 -1.834157 -2.407791
N: 0.843799 -0.428333 -1.027117
H: 6.345159 -0.963920 -2.121770
H: 5.375078 -2.387495 -3.716266
H: 3.105801 -2.882879 -4.014342
H: 1.313930 -2.278520 -2.625117

Cartesian forces, eV/Å:
Ir -0.1270 -0.2807 -1.1305
C -0.0181 0.0516 -0.0477
C 0.0509 0.0001 0.0777
C 0.0246 0.0223 -0.0684
C 0.1390 0.0939 -0.0155
C -0.2719 -0.1163 0.1715
C -0.1311 -0.0562 0.0768
P 0.0491 0.1626 0.3301
C 0.0642 -0.0652 0.0218
C -0.0425 -0.0139 0.0518
C 0.0069 0.0275 -0.0094
C 0.0258 -0.0144 0.0061
C -0.0351 0.0309 -0.0600
C -0.1242 -0.0707 0.0203
C -0.1267 -0.0762 -0.1309
C 0.0489 0.0088 -0.1017
C -0.0007 0.0157 -0.0083
C 0.0411 -0.0004 0.0033
C 0.0610 -0.0808 0.0102
C -0.2523 0.1031 -0.0644
Si 0.0454 -0.3388 0.5435
C -0.0163 0.1273 0.2245
C 0.0939 -0.0329 0.0422
C -0.0949 -0.0196 -0.0703
C 0.0209 0.0271 0.0503
C 0.0110 -0.0314 -0.2155
C -0.1252 0.1113 0.0112
P -0.0538 0.0503 -0.3605
C 0.0179 -0.1450 0.1428
C 0.0185 0.0387 0.0763
C 0.0175 0.0042 -0.0013
C 0.0001 -0.0154 0.0130
C -0.0005 0.0187 -0.0009
C 0.0921 0.0345 0.0124
C -0.1396 0.2152 0.1046
C -0.1059 0.0340 -0.1032
C 0.0069 -0.0828 0.0356
C 0.0345 -0.0535 0.0663
C -0.0141 -0.0520 -0.0599
C 0.2249 0.0887 0.0937
C 0.0919 0.1570 -0.2152
C 0.0407 0.0171 0.0141
C -0.0947 0.0654 0.0828
C 0.0542 -0.0480 -0.0443
C -0.0082 -0.0610 0.0966
C -0.0849 0.2332 -0.0667
P 0.2986 0.0004 0.0288
C 0.0132 -0.1847 -0.0409
C 0.0583 -0.0067 -0.0269
C 0.0056 0.0154 0.0190
C -0.0425 -0.0104 0.0252
C 0.0602 0.0479 0.0042
C 0.1254 0.0278 -0.1338
C 0.0656 0.1853 -0.2633
C 0.1078 -0.0242 0.3393
C -0.2468 0.1280 -0.0491
C -0.0956 -0.2124 0.1042
C 0.1819 0.1152 -0.0330
C -0.1596 0.1101 0.0254
H 0.0190 0.0360 0.0741
H 0.0090 0.0720 0.0134
H -0.0079 -0.0145 0.0430
H -0.0636 -0.0160 0.0439
H -0.0141 -0.0372 0.0812
H 0.0626 -0.0839 0.0505
H 0.0644 0.0090 -0.0511
H 0.0061 0.0535 -0.0688
H -0.0553 0.0596 -0.0135
H -0.0218 -0.0023 0.0136
H 0.0130 0.0655 -0.0115
H 0.0725 0.0219 0.0011
H 0.0488 -0.0477 0.0019
H -0.0091 -0.1026 0.0465
H 0.0302 -0.0161 0.0344
H 0.0645 -0.0522 -0.0477
H -0.0029 -0.0441 -0.0502
H -0.0215 -0.0092 -0.0162
H 0.0376 0.0643 -0.0179
H -0.0066 0.0166 -0.0326
H -0.0521 -0.0262 -0.0375
H -0.0234 -0.0514 0.0226
H 0.0178 -0.0285 0.0468
H 0.0464 0.0256 -0.0378
H -0.0573 0.0466 0.0038
H 0.0370 0.0850 -0.0341
H 0.0333 -0.0073 -0.0361
H -0.0310 0.0369 0.0055
H 0.0477 -0.0403 -0.0748
H 0.0482 -0.0804 0.0116
H 0.0000 -0.0413 0.0473
H -0.0383 0.0083 0.0208
H -0.0380 -0.0513 -0.0163
H -0.0473 -0.0084 0.0574
H 0.0036 0.0279 0.0572
H 0.1340 0.0374 -0.0093
H 0.2244 0.0389 -0.1662
H -0.0494 -0.1577 -0.0546
H 0.0227 -0.0110 -0.0013
H -0.0337 0.0020 0.0146
H -0.0083 0.0589 -0.0638
H 0.0807 0.0539 -0.0289
O 0.1956 0.0752 0.2351
C -0.3367 -0.1735 -0.2883
O 0.1702 -0.2014 0.0964
C -0.4237 0.0372 -0.0867
C -0.1752 -0.1853 -0.1074
C 0.2459 0.0892 0.0895
C -0.1754 0.0269 0.0002
C -0.0616 0.1469 0.1427
N 0.2647 -0.1178 0.4062
H 0.0426 0.0176 -0.0142
H -0.0225 0.0360 0.0700
H -0.0069 0.0386 0.0654
H -0.0455 0.0443 -0.0339

Expectation value of S²: 8.801
Kohn-Sham gap (alpha / beta) (eV): 5.83 / 6.96
Multiplicity: 6
Net charge: +2
HOMO level (alpha / beta) (eV): -10.575 / -13.563


(2)
Molecular formula: C39H50ClN3O5P
Method: DFT, ωB97M-V with the def2-TZVPD basis set

Positions of all 99 atoms, in Å:
C: -1.121373 3.285037 -3.913014
C: -0.853394 3.546380 -2.420377
O: -0.499773 4.657970 -2.069791
N: -1.086314 2.469959 -1.550879
C: -0.647188 2.743453 -0.157906
C: -0.621013 1.448543 0.691634
C: 0.861005 0.989991 0.909093
C: 1.179845 -0.102508 -0.137242
C: 2.668869 -0.461279 -0.523620
C: 2.557928 -2.009274 -0.643845
C: 1.637357 -2.704844 -1.668124
C: 2.040000 -2.652657 -3.176384
O: 0.227269 -2.598524 -1.507393
C: -0.487606 -1.659481 -2.290754
C: -1.453006 -2.248299 -3.305683
C: -1.186330 -2.379889 -4.653100
C: -2.056557 -2.910997 -5.581329
C: -3.299569 -3.323374 -5.130705
C: -3.615028 -3.162720 -3.793223
C: -2.719659 -2.646801 -2.887742
C: 3.628738 0.191201 0.542480
P: 5.146415 -0.657219 1.282867
O: 6.267695 -1.019971 0.130817
Cl: 4.517469 -2.551522 1.878271
C: 3.838428 1.679387 -0.007466
C: 3.071507 1.667147 -1.386444
C: 3.288612 2.754372 -2.462589
O: 3.977045 3.887245 -1.939702
N: 3.996628 4.858292 -2.994491
O: 4.122656 5.922905 -2.567464
N: 3.249547 0.246211 -1.755209
C: 4.593491 -0.072611 -2.240836
C: 4.974689 -1.336573 -2.650129
C: 6.221403 -1.637503 -3.154310
C: 7.197977 -0.666985 -3.277662
C: 6.872141 0.604197 -2.827305
C: 5.618230 0.866428 -2.332886
H: -1.948859 3.945191 -4.191230
H: -0.228359 3.560256 -4.483469
H: -1.384243 2.238732 -4.115963
H: -0.574512 1.665945 -1.908028
H: -1.311138 3.506092 0.262726
H: 0.341743 3.230557 -0.219039
H: -1.219812 0.658732 0.225732
H: -1.014426 1.713155 1.679588
H: 1.459270 1.903843 0.877315
H: 0.971465 0.574077 1.920729
H: 0.624828 -0.969434 0.220443
H: 0.740518 0.282582 -1.076558
H: 3.580833 -2.413153 -0.677960
H: 2.237521 -2.355294 0.347916
H: 1.805184 -3.772498 -1.448699
H: 2.847150 -3.388870 -3.309712
H: 2.415312 -1.676569 -3.504078
H: 1.245328 -3.053212 -3.808274
H: 0.106757 -0.834728 -2.721986
H: -1.158453 -1.130048 -1.586194
H: -0.196711 -2.070237 -5.005166
H: -1.754822 -3.007047 -6.621202
H: -3.988663 -3.757312 -5.850608
H: -4.616697 -3.471358 -3.498819
H: -2.994122 -2.530147 -1.839008
H: 3.208210 0.435505 1.532301
H: 6.782008 -0.209877 -0.007309
H: 3.347600 2.453965 0.589689
H: 4.887492 1.993597 0.004281
H: 2.063577 1.972596 -1.086994
H: 2.326912 3.102668 -2.867896
H: 3.815858 2.337175 -3.338249
H: 2.487553 0.102640 -2.436282
H: 4.309076 -2.185944 -2.569433
H: 6.464094 -2.649695 -3.470441
H: 8.162770 -0.937679 -3.696167
H: 7.624373 1.388349 -2.889468
H: 5.470511 1.887979 -1.988070
C: -3.298246 -1.801398 3.542670
C: -3.816293 -1.054711 4.592338
C: -4.333567 0.212252 4.356378
C: -4.341424 0.729815 3.067845
C: -3.826814 -0.018173 2.017844
C: -3.301264 -1.281974 2.255249
H: -2.892635 -2.788170 3.728039
H: -3.816344 -1.461154 5.596409
H: -4.731710 0.795914 5.177186
H: -4.749103 1.715775 2.882926
H: -3.834823 0.384756 1.011641
H: -2.894980 -1.863919 1.435769
C: -5.672616 0.049501 7.990626
C: -5.812737 0.739394 9.187064
C: -7.074003 0.933436 9.732935
C: -8.194744 0.429459 9.087032
C: -8.054708 -0.263558 7.892461
C: -6.794536 -0.450479 7.341277
H: -4.687715 -0.098923 7.563556
H: -4.937986 1.126793 9.694411
H: -7.183782 1.476896 10.662791
H: -9.177996 0.576904 9.515465
H: -8.929036 -0.657896 7.390038
H: -6.686198 -0.986762 6.406073

Cartesian forces, eV/Å:
C 0.1478 -0.3645 0.7205
C -0.0735 0.5789 -1.0685
O -0.2759 -0.8652 0.3550
N 1.0492 0.6603 0.3198
C -0.2736 -0.1271 -0.4728
C 1.0399 0.9285 0.4245
C -0.7651 -0.2687 0.1605
C 0.3909 2.2167 -0.9366
C -0.3707 -1.0057 2.7734
C 1.2062 0.3943 0.5090
C 0.1554 -1.4980 -1.3718
C 0.5146 -0.3119 0.7278
O 0.4322 0.5461 0.1518
C -1.3586 0.8467 0.3024
C -0.1992 -0.2553 0.1222
C 1.8025 0.4359 -0.4858
C -0.2338 -0.1178 0.1410
C 0.2983 0.0226 -0.6540
C -1.1424 -0.5562 -0.2365
C 0.2485 0.2628 0.6532
C 0.0176 0.1168 -0.1031
P 0.8435 0.8599 0.8685
O -0.8461 -0.0773 -0.0684
Cl 0.0801 0.6190 -0.5752
C 0.2087 0.0518 -0.2205
C 1.1891 2.3436 1.8842
C 0.5195 -0.5338 -1.2912
O -0.1919 -0.7784 0.5609
N -0.1356 0.7364 -0.2599
O 0.2488 -0.2578 -0.0626
N -3.2511 0.5910 -1.0911
C 1.7169 -0.5750 -0.6481
C -1.2552 -1.3039 0.1494
C 0.6875 -0.0903 -0.3374
C -0.2994 -0.2014 0.1127
C 0.9080 -0.3312 -0.4552
C -0.8054 1.7999 0.7645
H 0.1808 -0.1840 -0.1039
H -0.2321 0.0649 0.0610
H -0.0395 0.2893 0.0031
H -0.6566 -0.1981 -0.1765
H 0.0267 -0.2751 -0.1259
H -0.1917 -0.1291 0.3138
H -0.0610 0.1571 0.2754
H -0.2427 -0.3535 -0.2770
H 0.1063 -0.3461 -0.0507
H 0.0112 0.0330 -0.2608
H 0.2872 -0.1184 -0.5923
H -0.2428 -0.5263 0.2446
H -0.4161 -0.2308 -0.4995
H -0.0887 0.2899 -0.2282
H -0.0690 0.3539 0.2913
H 0.0251 0.4366 -0.0193
H -0.3441 -0.2251 -0.3457
H -0.0756 0.4394 0.1965
H 0.2677 -0.6110 -0.1700
H 0.3291 -0.1302 -0.0366
H -0.2863 0.0168 0.0079
H -0.1210 0.0271 0.1906
H -0.1028 0.0749 0.3287
H 0.2530 0.1107 0.2633
H -0.0349 -0.0795 -0.2095
H -0.6436 -0.8773 -0.3617
H 0.1888 -0.2468 -0.0027
H 0.0777 -0.4704 0.2482
H -0.1486 -0.2207 -0.4647
H -0.1677 -1.5263 -0.0840
H 0.0251 -0.2365 0.4060
H 0.0466 0.2088 0.2739
H 0.8251 -0.5188 -0.5940
H -0.0168 0.3321 -0.0458
H -0.3030 0.1215 0.1544
H -0.0816 0.2884 0.1172
H -0.3333 0.0069 0.1307
H -0.0216 -0.2513 -0.1690
C 0.0300 -0.0222 0.0004
C 0.0019 0.0260 0.0079
C 0.0062 0.0000 0.0173
C 0.0195 0.0187 0.0000
C 0.0476 -0.0017 -0.0374
C 0.0218 0.0388 -0.0115
H -0.0184 0.0073 0.0012
H 0.0009 -0.0024 -0.0148
H -0.0231 -0.0123 -0.0178
H -0.0083 -0.0177 0.0036
H -0.0304 -0.0010 0.0098
H -0.0299 -0.0181 0.0089
C -0.0586 -0.0134 -0.0307
C 0.0365 0.0226 -0.0003
C -0.0067 -0.0105 0.0015
C 0.0084 0.0040 -0.0005
C -0.0182 0.0019 -0.0133
C 0.0523 0.0029 0.0016
H 0.0014 -0.0010 0.0278
H -0.0137 0.0001 -0.0072
H 0.0043 -0.0155 -0.0056
H 0.0112 -0.0015 -0.0080
H 0.0125 0.0080 0.0042
H -0.0042 -0.0007 0.0111

Kohn-Sham gap (eV): 7.69
Multiplicity: 1
Net charge: +1
HOMO level (eV): -10.528
ΔE to the lowest compared entry with this formula, charge and spin (kcal/mol): 26.64